{"formula": "C16H17N", "method": "wB97M-V/def2-TZVPD", "symbols": ["C", "C", "C", "C", "C", "C", "C", "C", "C", "N", "H", "H", "H", "H", "H", "H", "H", "H", "H", "C", "C", "C", "C", "C", "C", "C", "H", "H", "H", "H", "H", "H", "H", "H"], "xyz": [[0.15884, 2.96972, 2.12629], [-0.55163, 0.51641, 2.44992], [-0.73153, 1.77425, 1.96929], [-2.52985, 0.49130, 1.39866], [-1.99363, 1.78758, 1.28822], [-3.73413, 0.12388, 0.78551], [-2.77226, 2.77249, 0.66172], [-4.43356, 1.11030, 0.13908], [-3.96622, 2.44095, 0.07973], [-1.64108, -0.25851, 2.11249], [0.23944, 0.14591, 3.07415], [-1.72444, -1.23004, 2.35928], [1.22375, 2.78544, 2.02817], [-0.09177, 3.55622, 3.01170], [-4.02869, -0.91399, 0.83080], [-2.35375, 3.76483, 0.56338], [-5.38299, 0.89651, -0.31606], [-4.62392, 3.17133, -0.36021], [-0.05261, 3.67296, 1.30294], [4.20617, -0.46129, -1.44053], [1.83571, -2.97845, -3.02800], [2.82420, -2.00975, -2.89601], [1.11219, -3.40095, -1.92636], [3.14012, -1.52256, -1.63372], [1.38855, -2.87560, -0.67670], [2.43348, -1.96164, -0.52429], [1.58618, -3.36233, -4.00405], [3.24539, -1.55358, -3.77830], [0.26621, -4.06029, -2.05307], [0.74986, -3.06845, 0.17548], [4.95293, -0.53397, -2.23638], [4.83004, -0.64239, -0.56317], [2.68878, -1.66492, 0.49290], [3.73023, 0.51865, -1.41290]], "atomic_forces_ev_per_a": [[-0.59, 0.76, -0.82], [-0.30, 0.35, -0.04], [0.47, 0.48, 0.01], [-0.12, 0.08, -0.41], [-0.56, -0.32, 0.22], [0.59, -0.05, 0.30], [0.84, 0.26, -0.31], [-0.10, 0.25, 0.03], [-0.35, -0.63, 0.41], [0.37, -0.61, 0.32], [0.13, -0.20, -0.02], [-0.15, 0.13, -0.15], [0.09, -0.29, 0.43], [0.31, -0.21, 0.25], [-0.38, -0.02, -0.08], [-0.18, 0.21, 0.09], [-0.22, -0.20, -0.16], [0.16, 0.26, -0.21], [0.01, -0.25, 0.11], [0.37, -0.67, -0.46], [0.10, 0.20, -0.09], [-0.61, -0.07, 0.26], [-0.33, 0.10, 0.11], [0.66, 0.50, 0.47], [0.23, 0.61, 0.05], [-0.43, -0.86, 0.17], [-0.03, -0.03, -0.17], [0.39, -0.16, -0.08], [0.04, -0.20, -0.04], [0.09, -0.37, 0.01], [-0.34, 0.38, -0.29], [-0.50, 0.15, 0.36], [0.02, 0.33, -0.34], [0.34, 0.11, 0.05]], "lowdin_charge": [-0.05, -0.06, -0.23, -0.22, -0.14, -0.03, -0.03, -0.10, -0.10, 0.07, 0.12, 0.15, 0.07, 0.08, 0.10, 0.10, 0.09, 0.09, 0.07, -0.06, -0.09, -0.05, -0.10, -0.29, -0.09, -0.06, 0.10, 0.11, 0.10, 0.10, 0.07, 0.07, 0.11, 0.08], "smiles": "Cc1c[nH]c2ccccc12.Cc1ccccc1", "mol_weight_g_mol": 223.3, "energy_ha": -674.64341, "de_lowest_kj_mol": 34.7, "gap_ev": 8.56, "homo_ev": -7.8, "spin_multiplicity": 1}